Record 1
A molecular structure, C31H50F3I2N4O9PS2Sc at a distorted geometry, computed with ωB97M-V with the def2-TZVPD basis set.

ORCA input file:
```
! wB97M-V def2-TZVPD RIJCOSX def2/J DEFGRID3
* xyz -1 1
Sc 0.924 0.766 -1.771
N 3.234 3.000 0.095
C 2.679 4.327 0.357
C 1.543 4.716 -0.597
C 0.438 3.683 -0.689
O -0.642 3.833 -0.147
O 0.766 2.649 -1.415
H 3.956 2.795 0.777
H 3.679 2.961 -0.819
H 3.433 5.123 0.292
H 2.289 4.323 1.379
H 1.941 4.864 -1.605
H 1.112 5.650 -0.239
C 3.914 -2.862 -3.003
C 3.572 -3.274 -1.574
C 3.867 -2.196 -0.492
C 3.711 -2.808 0.903
C 4.059 -1.833 2.023
C 5.291 -1.733 -0.692
O 6.255 -2.411 -0.396
N 5.424 -0.500 -1.259
C 4.397 0.367 -1.688
O 4.729 1.372 -2.274
N 3.108 0.051 -1.355
C 2.850 -1.085 -0.698
O 1.688 -1.273 -0.306
H 3.550 -3.613 -3.701
H 4.993 -2.760 -3.138
H 3.443 -1.915 -3.274
H 4.148 -4.161 -1.301
H 2.510 -3.520 -1.505
H 4.361 -3.682 0.957
H 2.677 -3.141 1.001
H 5.114 -1.554 1.984
H 3.867 -2.279 3.000
H 3.462 -0.922 1.945
H 6.355 -0.179 -1.479
O -0.378 0.539 -0.185
P -1.155 -0.331 0.786
C -0.109 -0.621 2.261
C 0.921 0.507 2.468
C 0.365 1.719 3.208
C -0.221 1.296 4.552
C -1.317 0.247 4.369
C -0.821 -0.970 3.581
C -2.629 0.658 1.189
C -3.801 0.016 1.935
C -4.715 1.125 2.485
C -4.788 2.329 1.528
C -4.559 1.882 0.086
C -3.123 1.373 -0.095
C -1.365 -1.958 -0.016
C -1.770 -3.185 0.815
C -3.277 -3.412 0.911
C -3.915 -3.422 -0.477
C -3.625 -2.121 -1.223
C -2.122 -1.891 -1.357
H 0.463 -1.496 1.932
H 1.343 0.807 1.509
H 1.738 0.088 3.066
H -0.389 2.224 2.597
H 1.170 2.441 3.362
H -0.622 2.160 5.088
H 0.581 0.875 5.170
H -2.164 0.707 3.858
H -1.679 -0.088 5.344
H -1.653 -1.657 3.408
H -0.098 -1.507 4.204
H -2.203 1.419 1.851
H -3.469 -0.631 2.749
H -4.369 -0.608 1.247
H -4.349 1.453 3.462
H -5.715 0.714 2.644
H -4.021 3.064 1.787
H -5.753 2.829 1.631
H -4.736 2.708 -0.604
H -5.283 1.099 -0.165
H -2.446 2.198 -0.315
H -3.072 0.703 -0.955
H -0.305 -2.086 -0.265
H -1.322 -3.140 1.810
H -1.330 -4.054 0.316
H -3.737 -2.631 1.519
H -3.465 -4.362 1.417
H -4.993 -3.585 -0.397
H -3.499 -4.256 -1.052
H -4.091 -1.283 -0.697
H -4.068 -2.153 -2.221
H -1.919 -0.944 -1.859
H -1.708 -2.672 -2.001
S 0.292 -3.506 -4.014
C 0.597 -2.012 -3.454
N 0.834 -0.944 -3.036
F -1.783 2.016 -6.390
C -2.135 1.702 -5.145
F -2.502 0.420 -5.118
F -3.194 2.445 -4.807
S -0.743 2.032 -3.980
O -0.738 3.455 -3.891
O -1.087 1.229 -2.805
O 0.398 1.382 -4.678
I 2.292 2.680 -4.155
I 4.637 4.204 -4.085
*
```

Summary:
Maximum force ... 2.5 eV Å⁻¹
Orbital gap ... 0.286 Eh
E ... -4901.41005 Eh
Molar mass ... 1073.63 g/mol
Highest occupied orbital energy ... -6.0 eV

Record 2
A molecular structure, C24H25N6NiO2 at a distorted geometry, computed with ωB97M-V with the def2-TZVPD basis set.

ORCA input file:
```
! wB97M-V def2-TZVPD RIJCOSX def2/J DEFGRID3
* xyz 1 3
Ni -4.677 10.644 12.186
O -7.170 7.561 12.458
C -6.180 8.258 12.589
N -5.923 9.400 13.116
C -6.886 10.138 13.879
C -8.052 9.590 14.421
C -8.905 10.399 15.099
C -8.632 11.780 15.291
C -7.465 12.290 14.785
C -6.547 11.467 14.120
N -5.333 11.837 13.507
C -4.863 13.013 13.120
O -4.163 12.992 12.072
C -5.049 14.282 13.815
C -4.359 14.615 14.967
C -4.580 15.919 15.499
C -5.445 16.751 14.819
C -6.093 16.277 13.714
N -5.851 15.098 13.113
C -4.949 7.814 11.863
C -4.651 6.494 11.716
C -3.456 6.081 11.044
C -2.658 7.118 10.555
C -3.048 8.400 10.701
N -4.132 8.762 11.325
H -8.363 8.568 14.190
H -9.807 9.947 15.426
H -9.378 12.521 15.734
H -7.293 13.336 14.813
H -3.618 13.850 15.305
H -4.091 16.214 16.442
H -5.656 17.739 15.208
H -6.827 16.906 13.227
H -5.324 5.733 12.137
H -3.310 5.045 10.930
H -1.652 6.988 10.190
H -2.508 9.212 10.209
C -8.055 12.753 9.656
C -7.047 12.497 10.880
N -6.169 11.315 10.573
C -6.994 10.123 10.272
C -7.856 10.325 8.996
N -7.708 11.795 8.566
C -6.244 12.019 8.156
C -5.378 11.643 9.396
H -7.951 13.763 9.216
H -9.099 12.597 9.902
H -7.579 12.367 11.814
H -6.378 13.376 10.944
H -7.598 9.826 11.147
H -6.300 9.380 9.987
H -8.904 10.113 9.152
H -7.511 9.703 8.152
H -8.268 12.034 7.687
H -6.142 13.029 7.737
H -6.064 11.276 7.372
H -4.702 12.476 9.621
H -4.718 10.800 9.178
*
```

Summary:
Maximum force ... 3.6 eV Å⁻¹
Orbital gap (alpha / beta) ... 0.249 / 0.249 Eh
E ... -2916.64848 Eh
Molar mass ... 488.20 g/mol
Highest occupied orbital energy (alpha / beta) ... -9.8 / -9.8 eV
<S²> ... 2.006

Record 3
A molecular structure, C42H26ClFGaO6, computed with ωB97M-V with the def2-TZVPD basis set.

ORCA input file:
```
! wB97M-V def2-TZVPD RIJCOSX def2/J DEFGRID3
* xyz -1 1
F 1.271 -0.334 1.168
Ga 0.427 1.279 1.118
Cl -1.798 0.778 1.120
H 0.792 2.051 -0.227
H 0.738 2.162 2.405
C -5.463 -0.968 3.443
C -4.396 -0.177 3.031
C -3.674 0.551 3.961
C -4.031 0.499 5.304
C -5.116 -0.287 5.714
C -5.823 -1.026 4.778
C -5.540 -0.340 7.138
O -6.475 -1.026 7.500
C -4.783 0.488 8.123
C -5.186 0.493 9.452
C -4.491 1.245 10.381
C -3.385 1.991 9.987
C -2.982 1.991 8.664
C -3.682 1.245 7.726
C -3.241 1.281 6.296
O -2.276 1.934 5.972
H -6.020 -1.542 2.714
H -4.122 -0.132 1.985
H -2.837 1.157 3.642
H -6.654 -1.637 5.102
H -6.045 -0.094 9.746
H -4.808 1.251 11.416
H -2.838 2.575 10.716
H -2.126 2.569 8.345
C 4.015 -6.730 -4.617
C 2.793 -6.892 -5.263
C 1.635 -6.403 -4.688
C 1.689 -5.755 -3.460
C 2.912 -5.607 -2.806
C 4.074 -6.091 -3.393
C 2.995 -4.945 -1.468
O 4.066 -4.821 -0.913
C 1.731 -4.462 -0.852
C 1.773 -3.878 0.407
C 0.609 -3.415 0.993
C -0.601 -3.519 0.318
C -0.652 -4.099 -0.937
C 0.509 -4.580 -1.526
C 0.427 -5.220 -2.863
O -0.623 -5.319 -3.464
H 4.922 -7.108 -5.072
H 2.748 -7.399 -6.217
H 0.680 -6.516 -5.181
H 5.016 -5.962 -2.879
H 2.719 -3.784 0.918
H 0.642 -2.949 1.967
H -1.504 -3.136 0.773
H -1.589 -4.181 -1.469
C 0.957 7.699 -4.643
C 2.008 7.982 -5.510
C 2.897 6.987 -5.872
C 2.745 5.704 -5.363
C 1.698 5.425 -4.482
C 0.802 6.424 -4.130
C 1.530 4.061 -3.898
O 0.618 3.799 -3.151
C 2.533 3.020 -4.259
C 2.432 1.767 -3.668
C 3.347 0.782 -3.993
C 4.358 1.042 -4.913
C 4.466 2.290 -5.499
C 3.559 3.288 -5.168
C 3.707 4.639 -5.778
O 4.585 4.876 -6.583
H 0.260 8.479 -4.365
H 2.131 8.983 -5.902
H 3.714 7.194 -6.548
H -0.007 6.192 -3.452
H 1.645 1.580 -2.949
H 3.274 -0.190 -3.526
H 5.069 0.266 -5.167
H 5.253 2.503 -6.208
*
```

Summary:
Maximum force ... 0.7 eV Å⁻¹
Orbital gap ... 0.240 Eh
E ... -4552.61156 Eh
Molar mass ... 750.84 g/mol
Highest occupied orbital energy ... -5.7 eV

Record 4
C11H12BrP in the gas phase at a distorted geometry, computed with ωB97M-V with the def2-TZVPD basis set.

ORCA input file:
```
! wB97M-V def2-TZVPD RIJCOSX def2/J DEFGRID3
* xyz 0 1
C -0.555 0.818 2.083
P 0.188 1.648 0.700
C -1.168 1.560 -0.594
C -2.207 0.756 -0.416
C -3.357 0.684 -1.392
C -2.329 -0.047 0.833
Br -1.996 -1.974 0.367
C 1.328 0.362 0.188
C 1.329 -0.367 -0.999
C 2.175 -1.423 -1.262
C 3.298 -1.616 -0.457
C 3.356 -0.923 0.806
C 2.438 0.088 1.091
H -1.209 1.390 2.803
H -0.061 -0.200 2.444
H -1.009 2.030 -1.486
H -3.316 -0.169 -2.021
H -3.332 1.597 -2.003
H -4.256 0.674 -0.859
H -2.971 0.253 1.603
H 0.558 -0.140 -1.790
H 2.141 -2.075 -2.177
H 4.024 -2.388 -0.760
H 4.338 -1.002 1.248
H 2.595 0.464 2.050
*
```

Summary:
Maximum force ... 4.2 eV Å⁻¹
Orbital gap (alpha / beta) ... 0.291 / 0.291 Eh
SMILES ... C=P(=C/C(C)=C/Br)c1ccccc1
E ... -3341.56921 Eh
Molar mass ... 255.09 g/mol
Highest occupied orbital energy (alpha / beta) ... -7.7 / -7.7 eV